1.
{"formula": "C2H3BrO2", "method": "ωB97M-V/def2-TZVPD", "elements": ["C", "C", "O", "O", "Br", "H", "H", "H"], "coordinates": [[0.374201, 1.425178, 0.416985], [-0.751887, -0.596958, -0.188583], [0.119893, 0.124013, 0.688472], [0.090094, 2.068397, -0.546339], [-2.583839, -0.089483, 0.139343], [0.915166, 1.883941, 1.405572], [-0.529619, -0.294753, -1.143148], [-0.680561, -1.721602, 0.134022]], "atomic_forces_ev_per_a": [[1.68, -0.85, 6.01], [4.55, -1.92, 3.29], [-0.40, -1.17, -0.97], [-1.15, 1.43, -3.11], [-3.84, 1.35, 0.48], [-1.11, -0.90, -2.37], [0.23, -0.09, -2.48], [0.04, 2.16, -0.86]], "relative_energy_kcal_mol": 40.9, "homo_energy_ev": [-4.59, -9.78], "homo_lumo_gap_ev": [5.3, 4.7], "s2": 2.016, "lumo_energy_ev": [0.72, -5.06], "max_force_ev_per_a": 6.294, "multiplicity": 3}


2.
{"formula": "C2H3BrOS", "method": "ωB97M-V/def2-TZVPD", "elements": ["C", "C", "O", "S", "Br", "H", "H", "H"], "coordinates": [[-2.270120, -0.972230, 0.052760], [2.224123, 0.903753, -0.079101], [-3.140870, -1.594751, -0.419927], [2.419582, -0.289846, 0.983154], [-2.542378, 0.986904, 0.185772], [3.241271, 1.246656, -0.460792], [-1.242537, -1.308464, 0.192775], [1.310929, 1.027978, -0.454640]], "atomic_forces_ev_per_a": [[-0.33, 1.04, -1.28], [4.87, 0.85, 0.14], [-0.26, -0.78, 0.33], [0.22, -1.90, 1.83], [0.46, -0.42, 0.37], [-1.81, 0.00, 0.01], [0.16, 0.14, 0.58], [-3.31, 1.07, -1.97]], "relative_energy_kcal_mol": 2.8, "homo_energy_ev": [-7.34, -10.84], "homo_lumo_gap_ev": [7.5, 8.5], "s2": 2.006, "lumo_energy_ev": [0.20, -2.37], "max_force_ev_per_a": 4.949, "multiplicity": 3}


3.
{"formula": "C2H3BrS", "method": "ωB97M-V/def2-TZVPD", "elements": ["C", "C", "S", "Br", "H", "H", "H"], "coordinates": [[0.019918, 0.572153, -0.662697], [-1.141052, 0.396044, 0.177142], [-0.604844, 2.055129, 0.199820], [-2.915911, -0.243927, -0.086493], [1.071627, 0.285202, -0.354199], [-0.056788, 0.753099, -1.838398], [-0.663263, -0.479536, 2.238687]], "atomic_forces_ev_per_a": [[1.76, 0.54, -2.97], [-0.31, 0.02, 1.52], [-0.49, -0.14, 0.34], [0.83, 0.22, -0.23], [-1.59, -0.04, -0.22], [-0.06, -0.91, 2.56], [-0.15, 0.32, -0.99]], "relative_energy_kcal_mol": 105.6, "homo_energy_ev": [-8.37, -9.46], "homo_lumo_gap_ev": [7.9, 8.6], "lumo_energy_ev": [-0.46, -0.82], "max_force_ev_per_a": 3.498, "multiplicity": 1}


4.
{"formula": "C2H3BrS", "method": "ωB97M-V/def2-TZVPD", "elements": ["C", "C", "S", "Br", "H", "H", "H"], "coordinates": [[0.734811, 0.227911, -0.030823], [-0.876751, -0.431139, 0.134916], [-1.221321, -1.934096, -0.014052], [-2.121142, 0.987784, -0.010330], [0.993465, 0.399547, -1.033026], [1.521539, -0.496148, 0.484337], [0.969402, 1.246139, 0.468978]], "atomic_forces_ev_per_a": [[-0.21, -1.01, 4.09], [4.05, 3.35, -1.22], [-0.35, -1.77, 0.26], [-0.26, 0.18, 0.26], [-0.10, -0.32, -1.61], [-1.90, 1.16, -1.31], [-1.23, -1.60, -0.47]], "relative_energy_kcal_mol": 19.7, "homo_energy_ev": -9.19, "homo_lumo_gap_ev": 8.7, "lumo_energy_ev": -0.49, "smiles": "CC(=S)Br", "max_force_ev_per_a": 5.399, "multiplicity": 1}